The following is a quantum chemistry calculation of 14 unconnected molecules or ions with the total composition C60H162N14O16 at a distorted geometry, from the OMol25 dataset.

Relative energy (zero: lowest compared OMol25 entry of this formula, charge and spin) ... 0.0 kcal/mol
Gap between HOMO and LUMO ... 8.69 eV
Multiplicity ... 1
Energy ... -4353.339211 Eh

Element x y z (Å)
C  8.253199  3.148990  -2.327087
O  7.065853  3.173707  -1.571797
C  7.272101  3.911403  -0.379254
C  6.016784  3.840430  0.471324
N  5.023109  4.801290  0.041128
C  3.707690  4.534513  0.594349
C  2.617297  5.391986  -0.023740
O  1.389864  4.928965  0.544276
C  0.245617  5.579609  0.000991
H  8.583392  4.178452  -2.503642
H  8.052558  2.622189  -3.259569
H  9.053107  2.575128  -1.839150
H  7.553812  4.948099  -0.592281
H  8.019899  3.461561  0.271809
H  6.238400  4.048705  1.532439
H  5.585397  2.840451  0.414411
H  4.873257  4.744812  -0.975367
H  3.706695  4.724768  1.668900
H  3.277946  3.513564  0.492569
H  2.542753  5.296430  -1.110605
H  2.651121  6.439855  0.268728
H  -0.640452  5.148886  0.446229
H  0.234788  5.529564  -1.087666
H  0.346442  6.662195  0.173048
C  -3.329058  -2.441343  2.328347
O  -2.566942  -1.325056  1.856219
C  -2.032881  -1.556146  0.540283
C  -1.024735  -0.502142  0.179424
N  -1.595190  0.843461  0.099598
C  -0.629916  1.973993  0.228491
C  0.291268  2.093115  -0.928307
O  1.494000  1.371730  -0.615829
C  2.461666  1.574752  -1.636598
H  -3.636943  -2.175248  3.337082
H  -2.691372  -3.315378  2.423094
H  -4.146021  -2.615325  1.646809
H  -2.849721  -1.520795  -0.196059
H  -1.501430  -2.504053  0.575596
H  -0.620787  -0.750812  -0.816708
H  -0.187898  -0.549928  0.887755
H  -2.269981  0.969798  0.836124
H  -0.050168  1.890183  1.163740
H  -1.317432  2.799783  0.319443
H  0.637098  3.083296  -1.191843
H  -0.178694  1.687762  -1.823010
H  3.351156  0.991049  -1.418509
H  2.740289  2.626082  -1.691749
H  2.037220  1.361206  -2.619723
C  -5.572305  0.923338  3.974169
C  -5.087336  1.342663  2.664137
C  -5.673924  0.401164  1.618706
O  -5.237171  0.883829  0.367206
C  -5.633299  0.048097  -0.660439
N  -5.388664  2.752733  2.376378
H  -6.662151  1.040806  4.066292
H  -5.086646  1.490371  4.744165
H  -5.329014  -0.147720  3.994285
H  -4.004069  1.169153  2.622842
H  -6.771596  0.420380  1.690529
H  -5.386783  -0.644382  1.734278
H  -5.290045  0.531229  -1.569922
H  -6.727286  -0.064279  -0.641227
H  -5.213521  -0.950853  -0.464274
H  -5.529654  2.733822  1.368707
H  -6.361322  2.931882  2.629656
C  1.362578  -1.660169  -3.090048
C  2.325474  -2.769224  -2.659076
C  3.665555  -2.136602  -2.267759
O  4.155871  -1.425163  -3.359961
C  5.441681  -0.945971  -3.143203
N  1.849438  -3.480956  -1.475121
H  1.726101  -1.080389  -3.933562
H  1.227326  -0.922002  -2.293879
H  0.400448  -2.113451  -3.338018
H  2.567173  -3.352071  -3.541628
H  4.410259  -2.864918  -1.929052
H  3.413191  -1.510405  -1.407962
H  5.771441  -0.469247  -4.066419
H  6.133737  -1.762386  -2.888599
H  5.521036  -0.232487  -2.315354
H  2.383584  -4.353980  -1.445329
H  0.915422  -3.809602  -1.724830
C  -2.282644  -0.399388  5.625386
C  -0.985103  -0.182012  4.825496
C  -0.760036  1.297719  4.712401
O  0.357864  1.391984  3.867572
C  0.741626  2.731771  3.667041
N  0.131042  -0.742388  5.581056
H  -3.056236  0.048960  5.010590
H  -2.171612  0.093365  6.595835
H  -2.603737  -1.439506  5.663607
H  -1.040340  -0.568361  3.798919
H  -0.508879  1.656174  5.728400
H  -1.593124  1.900341  4.306394
H  1.634770  2.717807  3.043097
H  1.088885  3.186740  4.590578
H  -0.086508  3.286454  3.223412
H  -0.018052  -1.742980  5.611732
H  0.992895  -0.672895  5.056149
C  -0.941941  0.847396  -4.513952
C  -2.057658  1.678224  -3.875303
C  -2.963664  2.234031  -4.935603
O  -2.224133  3.183582  -5.650654
C  -2.915944  3.954191  -6.616358
N  -2.928132  0.892052  -3.028647
H  -0.435504  1.404081  -5.299172
H  -1.384015  -0.007514  -5.054257
H  -0.170504  0.497468  -3.838002
H  -1.573634  2.538168  -3.394380
H  -3.831572  2.722802  -4.448506
H  -3.398847  1.528939  -5.657392
H  -3.694971  4.507165  -6.092251
H  -3.298212  3.263675  -7.361952
H  -2.180673  4.602165  -7.073974
H  -2.401713  0.354758  -2.341259
H  -3.411402  1.569242  -2.449031
C  -0.392800  -9.733446  2.453688
C  -0.979039  -8.489117  1.868955
C  -1.874095  -7.862885  2.939460
O  -2.636625  -6.837000  2.301336
C  -3.553637  -6.234146  3.189158
N  -0.044815  -7.557558  1.256913
H  0.145456  -9.569601  3.393951
H  0.234459  -10.296691  1.766332
H  -1.283133  -10.303394  2.725712
H  -1.674406  -8.772133  1.067047
H  -1.302829  -7.387152  3.740097
H  -2.573949  -8.593300  3.366631
H  -3.076037  -5.376932  3.681844
H  -3.921960  -6.986633  3.915958
H  -4.425438  -5.889105  2.628959
H  -0.535054  -6.699808  1.030964
H  0.605453  -7.326946  2.006899
C  -1.968458  -5.474416  -0.961486
C  -1.087309  -5.742644  -2.076578
C  -1.591861  -7.035890  -2.782668
O  -0.626595  -7.213271  -3.832208
C  -0.924302  -8.299954  -4.656470
N  -0.650759  -4.656200  -2.869941
H  -1.656254  -4.740299  -0.219035
H  -2.115194  -6.427413  -0.429768
H  -2.974262  -5.216510  -1.325814
H  -0.189963  -6.176052  -1.623949
H  -2.607725  -7.015373  -3.208512
H  -1.476450  -7.926737  -2.152710
H  -0.181636  -8.315474  -5.439196
H  -1.938782  -8.176127  -5.080770
H  -0.913579  -9.257486  -4.107049
H  -1.451242  -4.177486  -3.274391
H  -0.224292  -5.106665  -3.676422
C  -4.013625  6.229652  2.585279
C  -2.875424  5.422407  3.146627
C  -3.189898  5.217052  4.648592
O  -2.077351  4.507258  5.209137
C  -2.251190  4.383428  6.597676
N  -2.617910  4.184886  2.457574
H  -3.944999  6.400869  1.529199
H  -4.077996  7.151155  3.143083
H  -4.989813  5.841965  2.870735
H  -1.929996  5.990214  3.048339
H  -4.113422  4.646871  4.687959
H  -3.224359  6.231473  5.040634
H  -2.281444  5.338546  7.117320
H  -1.374113  3.838322  6.947982
H  -3.201891  3.890820  6.889490
H  -3.417064  3.561855  2.632790
H  -1.805732  3.744520  2.882009
C  0.107816  -4.113953  2.464253
C  1.592281  -3.940891  2.728542
C  2.250864  -5.296995  2.683679
O  1.672665  -6.322607  3.430166
C  1.799222  -6.304714  4.828640
N  2.373501  -3.236762  1.733539
H  -0.100034  -4.391127  1.425139
H  -0.396869  -3.161880  2.683116
H  -0.333382  -4.914429  3.070334
H  1.785914  -3.476309  3.691015
H  3.330775  -5.250557  2.858944
H  2.168336  -5.639295  1.638161
H  2.847098  -6.468059  5.121074
H  1.213629  -7.153765  5.214797
H  1.553134  -5.312419  5.198058
H  2.124625  -2.250946  1.670122
H  2.221207  -3.621512  0.814379
C  6.074452  6.873952  -2.849999
C  4.965593  6.106763  -3.555950
C  5.339163  6.021197  -5.047168
O  5.075694  7.289665  -5.609200
C  5.178017  7.249001  -7.013519
N  4.919926  4.746544  -3.073942
H  5.991171  7.023030  -1.774622
H  6.204735  7.789245  -3.408172
H  7.023288  6.338486  -2.987853
H  3.986516  6.594968  -3.576209
H  4.754258  5.275157  -5.603141
H  6.385082  5.762514  -5.248654
H  4.858980  8.216353  -7.397405
H  4.649179  6.360644  -7.407223
H  6.208364  7.105395  -7.372959
H  4.329624  4.185110  -3.673509
H  5.868853  4.408792  -3.194860
C  1.050973  4.256319  -3.679710
C  1.542620  4.323521  -5.120133
C  2.206915  3.031627  -5.507584
O  3.221420  2.796332  -4.519807
C  4.221335  1.911676  -5.033059
N  0.525770  4.499001  -6.174720
H  0.504993  5.178549  -3.444209
H  1.812485  4.101635  -2.923394
H  0.344440  3.416463  -3.552252
H  2.341867  5.060908  -5.189226
H  2.708968  3.214867  -6.455129
H  1.503095  2.211445  -5.543733
H  4.667942  2.353599  -5.940774
H  3.767461  0.939164  -5.265957
H  4.968833  1.796481  -4.254959
H  -0.277413  3.928793  -5.906064
H  0.171548  5.442931  -6.174443
C  -7.152766  -5.084126  0.868505
C  -8.174868  -4.164571  1.493227
C  -7.637767  -2.848949  1.961820
O  -6.340537  -2.982992  2.639620
C  -6.548583  -3.517107  3.983754
N  -9.222920  -3.739333  0.590406
H  -6.380912  -5.297698  1.616111
H  -6.621422  -4.675086  -0.002008
H  -7.639509  -6.009938  0.542914
H  -8.691813  -4.674018  2.292687
H  -8.398165  -2.334602  2.558337
H  -7.377212  -2.208752  1.109237
H  -6.829848  -4.568529  3.916624
H  -7.277659  -2.874959  4.481852
H  -5.578871  -3.449074  4.462393
H  -8.741259  -3.436554  -0.248659
H  -9.814132  -4.528600  0.323783
C  3.626744  0.150472  3.725898
C  3.467251  0.473579  2.251952
C  4.560339  -0.256892  1.430555
O  5.814751  0.377594  1.724963
C  6.746650  0.071990  0.691167
N  2.188442  -0.089401  1.862398
H  3.464450  -0.930294  3.795081
H  2.879235  0.564419  4.400229
H  4.633448  0.376582  4.062044
H  3.550554  1.524013  1.952514
H  4.331497  -0.197044  0.358582
H  4.495276  -1.314120  1.741559
H  6.751834  -1.008659  0.521165
H  7.683320  0.448052  1.053178
H  6.434701  0.594986  -0.211697
H  1.852998  0.380158  1.026903
H  1.495194  0.205063  2.550660

Forces on atoms 1 to 2 (eV/Å):
C -0.01 -0.27 -0.12
O 0.40 0.00 0.22